Below is a gas-phase ion, C8H12IN2S (charge +1) in a non-equilibrium geometry, with properties calculated with ωB97M-V with the def2-TZVPD basis set.

Each line ends with the natural charge from an NBO analysis.
Element x y z (Å)
C1 -0.1471 -0.3840 -1.5521  0.327
C2 0.8495 -2.1983 -0.6036  0.408
C3 2.6634 0.9435 0.1112  -0.359
C4 0.2240 0.6164 -0.4662  -0.338
C5 1.3864 -0.0029 0.3474  -0.155
C6 -2.2124 1.4459 -0.2902  -0.608
C7 -1.4000 -0.4420 1.2905  -0.643
C8 -1.0592 0.7915 0.4396  -0.175
N1 0.0125 -1.6539 -1.4564  -0.491
N2 1.5916 -1.4099 0.1280  -0.483
S1 2.6015 2.4326 -0.5081  0.247
I1 4.4351 -0.1619 0.3719  0.256
H1 -0.7904 0.0311 -2.3968  0.232
H2 0.7533 -3.2524 -0.4858  0.242
H3 0.4140 1.5546 -0.9074  0.279
H4 1.1722 -0.0247 1.4209  0.268
H5 -2.7363 0.6649 -0.8122  0.209
H6 -1.7247 2.0893 -0.9081  0.209
H7 -3.0081 1.8278 0.4474  0.247
H8 -2.0231 -1.2312 0.7041  0.211
H9 -2.1530 -0.2847 1.9983  0.257
H10 -0.5689 -1.0995 1.4317  0.200
H11 -0.7075 1.5252 1.1553  0.218
H12 2.4271 -1.7773 0.5406  0.441

Output
LUMO level = -5.5 eV
SMILES = CC(C)[C@@H]1C=NC=[NH+][C@H]1C(=S)I
Relative energy (zero: lowest compared OMol25 entry of this formula, charge and spin) = 17.9 kJ/mol
2S+1 = 1
HOMO energy = -12.864 eV
Frontier orbital gap = 7.41 eV
Charge = +1